## P
This record from OMol25 describes 2 unconnected molecules or ions with the total composition C4H10N3. The level of theory is ωB97M-V/def2-TZVPD.

Cartesian coordinates (Å):
C: 0.5488 1.1065 -2.2497
C: -3.6050 0.4107 0.9585
C: 1.2145 0.4924 -1.0538
C: 0.9167 -0.6700 1.0245
N: -2.6230 -0.1432 0.7121
N: 0.4631 -0.1581 -0.2166
N: -0.2760 -0.6893 1.9404
H: 0.8270 0.6722 -3.2122
H: -0.4431 0.9155 -2.1624
H: -4.5336 0.8872 0.8394
H: 0.8207 2.1959 -2.1506
H: 2.2515 0.5016 -0.7548
H: 1.8322 -0.3122 1.4465
H: 1.1343 -1.6729 0.8344
H: -0.1961 -0.2443 2.8635
H: -0.5076 -1.6836 1.9531
H: -1.2826 -0.2733 1.4421

2S+1   1
HOMO-LUMO gap   0.393 Ha
Total charge   +1
HOMO energy   -13.668 eV
LUMO   -2.9787 eV

Here are the Löwdin charges for atoms 1 to 6, given in e: C -0.041; C 0.093; C -0.145; C -0.221; N 0.101; N 0.006

---

## Q
This record from OMol25 describes a gas-phase ion, C4H10N3 (charge +1). The level of theory is ωB97M-V/def2-TZVPD.

Cartesian coordinates (Å):
C: 1.4022 -0.0298 0.1770
C: 0.7084 1.0373 -0.6231
C: -1.2828 -0.4579 -0.7970
C: 0.2794 -0.6271 1.0776
N: -0.6381 -1.3574 0.2035
N: -0.3847 0.4033 1.6756
N: -0.7183 0.8272 -0.6754
H: 1.9062 -0.8258 -0.4985
H: 2.2655 0.2445 0.7912
H: 0.9462 2.0369 -0.1352
H: 1.2914 1.1665 -1.5303
H: -1.0767 -0.8886 -1.7999
H: -2.4144 -0.3753 -0.4943
H: 0.6201 -1.2241 1.9678
H: -0.3210 -2.2831 -0.1706
H: -1.3066 0.6592 1.4024
H: -1.2767 1.6943 -0.5707

2S+1   1
HOMO-LUMO gap (alpha / beta)   0.249 / 0.328 Ha
Total charge   +1
HOMO energy (alpha / beta)   -14.136 / -14.450 eV
LUMO (alpha / beta)   -7.3572 / -5.5154 eV

Here are the Löwdin charges for atoms 1 to 6, given in e: C -0.099; C -0.182; C -0.165; C -0.423; N 0.067; N 0.248

---

Q: Which of them is the most stable? A: P.

---

## P
This record from OMol25 describes a gas-phase ion, C4H10N3 (charge +1). The level of theory is ωB97M-V/def2-TZVPD.

Cartesian coordinates (Å):
H: 2.0653 -1.3179 -0.5161
N: 2.2450 -0.8648 0.3914
C: 1.3983 0.0303 0.5058
C: 1.2517 0.9134 1.6587
C: 0.4303 0.3706 -0.6913
C: -1.1297 -0.2617 -0.5363
N: -2.1610 0.5713 -0.5621
N: -1.2820 -1.5755 -0.5148
H: 1.4815 1.9328 1.3054
H: 1.9070 0.4881 2.4910
H: 0.1554 0.8644 1.8054
H: 0.2841 1.3917 -1.0906
H: 0.8277 -0.1871 -1.5607
H: -2.0068 1.5586 -0.5144
H: -3.0556 0.1722 -0.7625
H: -0.3500 -2.0479 -0.6714
H: -2.0613 -2.0385 -0.7376

SMILES   [H]/N=C(/C)CC(N)=[NH2+]
2S+1   1
HOMO-LUMO gap   0.376 Ha
Total charge   +1
HOMO energy   -14.147 eV
LUMO   -3.9173 eV

Here are the Löwdin charges for atoms 1 to 6, given in e: H 0.064; N 0.178; C -0.492; C -0.036; C 0.003; C -0.255

---

## Q
This record from OMol25 describes 2 unconnected molecules or ions with the total composition C4H10N3. The level of theory is ωB97M-V/def2-TZVPD.

Cartesian coordinates (Å):
C: 3.1879 -0.3784 2.0087
C: -0.1410 -0.9564 -1.9930
C: -0.2433 1.3937 -1.2436
C: -0.1899 -0.3689 0.3953
N: 2.9038 0.0167 0.9650
N: -0.5612 0.5408 1.3449
N: -0.3180 0.1419 -1.0394
H: 3.3750 -0.6819 3.0504
H: -1.0521 -1.6264 -1.8896
H: 0.7100 -1.4543 -1.8535
H: -0.1484 -0.4905 -2.9757
H: -0.2809 1.8592 -2.2186
H: -0.3355 2.0078 -0.2531
H: 0.9294 -0.7032 0.5153
H: -0.8729 -1.2963 0.4750
H: 0.0434 1.2312 1.6938
H: -1.5673 0.5850 1.6197

2S+1   1
HOMO-LUMO gap   0.369 Ha
Total charge   +1
HOMO energy   -14.284 eV
LUMO   -4.2343 eV

Here are the Löwdin charges for atoms 1 to 6, given in e: C -0.035; C 0.022; C 0.175; C -0.263; N 0.050; N 0.026

---

## R
This record from OMol25 describes a gas-phase ion, C4H10N3 (charge +1). The level of theory is ωB97M-V/def2-TZVPD.

Cartesian coordinates (Å):
C: 0.5932 -1.2309 0.4729
C: 1.3941 0.0991 0.3845
C: -0.3215 1.1013 -1.0528
C: -0.9162 -0.7919 0.3068
N: -1.0490 -0.1608 -0.9582
N: -1.3052 -0.0918 1.3943
N: 0.5957 1.2228 0.0196
H: 0.8410 -1.9166 -0.3343
H: 0.7415 -1.7229 1.4323
H: 1.8685 0.3125 1.3426
H: 2.1675 -0.0556 -0.3797
H: 0.2050 1.1002 -2.0171
H: -1.0080 1.9571 -1.0577
H: -1.4173 -1.7759 0.3318
H: -1.0173 -0.7557 -1.7752
H: -1.8748 0.7278 1.2134
H: 0.5027 1.9812 0.6769

2S+1   1
HOMO-LUMO gap (alpha / beta)   0.253 / 0.331 Ha
Total charge   +1
HOMO energy (alpha / beta)   -14.351 / -14.667 eV
LUMO (alpha / beta)   -7.4536 / -5.6536 eV

Here are the Löwdin charges for atoms 1 to 6, given in e: C -0.050; C -0.139; C -0.172; C -0.470; N 0.088; N 0.258

---

## S
This record from OMol25 describes a gas-phase ion, C4H10N3 (charge +1). The level of theory is ωB97M-V/def2-TZVPD.

Cartesian coordinates (Å):
C: 0.0390 -2.0968 -0.3418
C: 0.3672 -1.1101 0.7419
N: 1.1990 0.1105 0.0899
C: 0.4679 1.1626 -0.6107
C: -0.2348 2.0838 0.3735
N: 2.5448 -0.1622 -0.2842
N: 2.4120 0.4365 0.7496
H: -0.6030 -1.6639 -1.1051
H: 0.9341 -2.4977 -0.8124
H: -0.5010 -2.9278 0.1084
H: 1.0204 -1.5155 1.5117
H: -0.5091 -0.6412 1.1818
H: 1.1923 1.7188 -1.2127
H: -0.2441 0.6797 -1.2819
H: -1.0753 1.5892 0.8548
H: 0.4492 2.4479 1.1387
H: -0.6212 2.9430 -0.1666

SMILES   CC[N+]1(CC)N=N1
2S+1   1
HOMO-LUMO gap   0.423 Ha
Total charge   +1
HOMO energy   -17.129 eV
LUMO   -5.6175 eV

Here are the Löwdin charges for atoms 1 to 6, given in e: C -0.062; C -0.080; N -0.230; C -0.168; C -0.046; N 0.270

---

Q: Which of them is the most stable? A: P.

---

## P
This record from OMol25 describes a gas-phase ion, C4H10N3 (charge +1). The level of theory is ωB97M-V/def2-TZVPD.

Cartesian coordinates (Å):
C: -2.3912 0.2666 -0.4048
C: -1.3319 -0.3721 0.3738
C: 0.1405 0.6618 0.6611
C: 1.1804 -0.3809 0.4645
N: 2.3489 0.0170 -0.5401
N: 0.5686 -1.5416 -0.1776
N: -0.6484 -1.4527 -0.3121
H: -2.7470 1.1408 0.1689
H: -3.2008 -0.4463 -0.6203
H: -1.9627 0.7334 -1.2979
H: -1.7677 -0.8158 1.2820
H: 0.1027 1.3502 -0.2088
H: 0.1067 0.9973 1.7305
H: 1.7392 -0.5637 1.3332
H: 3.0265 0.5193 0.0282
H: 2.0802 0.6883 -1.3866
H: 2.7561 -0.8016 -1.0940

SMILES   C[C@@H]1C[C@H]([NH3+])N=N1
2S+1   1
HOMO-LUMO gap   0.362 Ha
Total charge   +1
HOMO energy   -13.802 eV
LUMO   -3.9594 eV

Here are the Löwdin charges for atoms 1 to 6, given in e: C -0.079; C -0.287; C -0.011; C -0.309; N 0.197; N 0.051

---

## Q
This record from OMol25 describes 2 unconnected molecules or ions with the total composition C4H10N3. The level of theory is ωB97M-V/def2-TZVPD.

Cartesian coordinates (Å):
C: -0.2750 -0.0248 -1.5525
C: 0.6167 0.5587 -0.6211
C: 1.2405 -1.5760 -1.1809
C: 0.7555 1.8373 0.0679
N: 0.0415 -1.3447 -1.7976
N: 1.5000 -0.4798 -0.4979
N: -1.5578 -0.4792 1.5786
H: -1.1407 0.4465 -2.0841
H: 1.7589 -2.4726 -1.0982
H: 1.8572 1.9136 0.4107
H: -0.0376 1.7361 0.8885
H: 0.5011 2.6568 -0.5927
H: -0.4346 -1.9651 -2.4956
H: 2.4904 -0.4758 0.0150
H: -2.1283 -1.2908 1.6702
H: -1.5203 -0.0085 2.5645
H: -2.1308 0.1237 0.9544

2S+1   1
HOMO-LUMO gap   0.383 Ha
Total charge   +1
HOMO energy   -13.432 eV
LUMO   -2.9996 eV

Here are the Löwdin charges for atoms 1 to 6, given in e: C -0.020; C -0.284; C -0.049; C -0.008; N 0.111; N 0.099

---

## R
This record from OMol25 describes a molecular structure, C4H10N3. The level of theory is ωB97M-V/def2-TZVPD.

Cartesian coordinates (Å):
C: 2.6929 -0.2611 0.2367
C: -2.9581 -0.2974 0.0197
C: -1.8373 0.6406 0.2357
C: -0.5714 0.0022 -0.2751
N: 0.4045 0.8731 -0.5278
N: 1.5377 1.0495 -0.4928
N: 3.9233 -0.2600 0.0030
H: 2.3894 -0.8314 1.0607
H: -3.8121 -0.1422 0.7230
H: -3.2568 -0.1898 -1.0492
H: -2.5119 -1.2880 0.2975
H: -1.5994 0.8205 1.3072
H: -2.1152 1.5562 -0.2824
H: -0.3292 -0.8910 0.3952
H: -0.8986 -0.3393 -1.2831
H: 4.6323 -0.7671 0.4729
H: 4.3099 0.3252 -0.8410

2S+1   1
HOMO-LUMO gap   0.329 Ha
Total charge   +1
HOMO energy   -13.530 eV
LUMO   -4.5745 eV

Here are the Löwdin charges for atoms 1 to 6, given in e: C 0.021; C -0.114; C -0.281; C -0.244; N -0.021; N 0.198

---

## S
This record from OMol25 describes a molecular structure, C4H10N3. The level of theory is ωB97M-V/def2-TZVPD.

Cartesian coordinates (Å):
C: 1.2111 1.2481 0.1133
C: 1.2969 -1.0691 0.2021
C: -0.8284 0.1950 -0.3081
C: -2.2870 0.1864 -0.1564
N: 1.8443 0.1154 -0.4932
N: -0.1129 1.0062 0.6042
N: -0.1356 -0.8591 0.3420
H: 1.8058 1.5286 0.9932
H: 1.0922 2.0688 -0.4923
H: 1.5528 -2.0471 -0.4083
H: 1.6351 -1.2437 1.2674
H: -0.5470 0.4626 -1.3864
H: -2.5891 0.2447 0.9577
H: -2.5327 -0.8244 -0.6475
H: -2.7284 0.9713 -0.7948
H: 1.5669 0.1457 -1.4357
H: -0.7178 -1.4539 0.9110

2S+1   1
HOMO-LUMO gap (alpha / beta)   0.324 / 0.325 Ha
Total charge   +1
HOMO energy (alpha / beta)   -15.000 / -15.000 eV
LUMO (alpha / beta)   -6.1709 / -6.1698 eV

Here are the Löwdin charges for atoms 1 to 6, given in e: C -0.213; C -0.131; C -0.487; C -0.019; N 0.023; N 0.245

---

Q: Which of them is the most stable? A: Q.